A 2-piece molecular cluster, C18H22NS2 overall at a distorted geometry. Source: OMol25; level of theory: the ωB97M-V functional and the def2-TZVPD basis.

Last column: natural (NBO) charge in e.
Geometry (Å):
C (-4.645, 1.619, 1.233)  -0.410
N (-3.735, 1.399, 0.146)  -0.374
C (-4.258, 0.763, -1.039)  -0.411
C (-2.437, 1.742, 0.254)  0.347
C (-1.872, 2.294, 1.433)  -0.312
C (-0.511, 2.450, 1.591)  -0.079
C (0.362, 2.174, 0.499)  -0.197
C (1.748, 2.263, 0.639)  0.011
C (2.628, 1.569, -0.133)  -0.072
C (3.975, 1.961, -0.391)  -0.038
C (4.563, 1.072, -1.299)  -0.266
C (3.619, 0.134, -1.728)  -0.068
C (2.362, 0.368, -1.063)  -0.259
C (-0.223, 1.829, -0.759)  -0.115
C (-1.580, 1.579, -0.865)  -0.303
H (-4.527, 2.612, 1.640)  0.212
H (-5.637, 1.507, 0.832)  0.221
H (-4.497, 0.898, 2.029)  0.209
H (-3.548, 0.057, -1.465)  0.210
H (-5.154, 0.231, -0.757)  0.222
H (-4.518, 1.487, -1.812)  0.212
H (-2.544, 2.513, 2.258)  0.232
H (-0.096, 2.810, 2.535)  0.232
H (2.174, 2.951, 1.400)  0.232
H (4.423, 2.889, 0.001)  0.242
H (5.572, 1.094, -1.641)  0.246
H (3.775, -0.719, -2.386)  0.250
H (1.435, 0.406, -1.674)  0.282
H (0.388, 1.823, -1.658)  0.219
H (-1.927, 1.222, -1.815)  0.228
C (1.283, -4.427, 0.888)  -0.437
C (1.593, -4.336, -0.615)  -0.508
S (2.497, -2.808, -1.069)  0.207
C (1.539, -1.443, -0.521)  -0.469
S (1.105, -1.574, 1.169)  0.204
C (0.404, -3.277, 1.437)  -0.495
H (0.718, -5.361, 1.062)  0.231
H (2.255, -4.398, 1.457)  0.227
H (2.293, -5.137, -0.914)  0.257
H (0.660, -4.380, -1.212)  0.218
H (0.634, -1.246, -1.186)  0.194
H (-0.606, -3.287, 0.957)  0.213
H (0.311, -3.323, 2.543)  0.253

Charge: +1
Strongest force on any atom: 2.68 eV/Å
Multiplicity: 1
Energy above the lowest of the compared OMol25 structures with the same formula, charge and spin: 0.8879 eV
E_HOMO: -10.797 eV
Molar mass: 316.51 g mol⁻¹